Formula: C4H10N4
Source: OMol25
Level of theory: the ωB97M-V functional and the def2-TZVPD basis

Summary:
Strongest force on any atom (eV/A): 2.259
HOMO-LUMO gap (eV): 7.3242
Relative energy (zero: lowest compared OMol25 entry of this formula, charge and spin) (kJ/mol): 399.1
E (Ha): -377.29479

Bonds (Å) are listed after each position.
CARTESIAN COORDINATES (ANGSTROEM)
1 C -0.030 0.550 -1.241  N6 1.460, H16 1.091, H17 1.090
2 C 0.151 -0.581 1.135  N4 1.364, N5 1.354, C7 1.427
3 C -1.444 0.869 0.215  C7 1.366, N8 1.253
4 N 0.247 -1.883 0.741  C2 1.364, H11 1.031, H12 1.012
5 N 1.301 -0.015 1.571  C2 1.354, H9 1.008, H10 1.010
6 N 1.002 -0.410 -1.619  C1 1.460, H14 1.015, H15 1.014
7 C -1.105 0.082 1.278  C2 1.427, C3 1.366, H18 1.087
8 N -2.121 1.888 -0.060  C3 1.253, H13 1.018
9 H 1.285 0.971 1.779  N5 1.008
10 H 2.108 -0.604 1.719  N5 1.010
11 H 0.919 -1.964 -0.038  N4 1.031
12 H -0.652 -2.259 0.470  N4 1.012
13 H -2.475 1.957 -1.011  N8 1.018
14 H 1.908 -0.123 -1.264  N6 1.015
15 H 1.094 -0.512 -2.624  N6 1.014
16 H 0.362 1.566 -1.175  C1 1.091
17 H -0.799 0.543 -2.014  C1 1.090
18 H -1.751 -0.077 2.137  C7 1.087